Molecular formula: C19H58N2O11
Method: DFT, wB97M-V/def2-TZVPD

Each line ends with the Mulliken charge.
Geometry (Å):
O -3.993 1.366 4.014  -0.52
O -5.889 0.716 1.237  -0.57
O -1.006 -0.518 -1.412  -0.72
O -2.358 -5.450 -1.306  -0.40
O -5.802 2.240 -0.274  -0.54
O -2.514 0.222 0.861  1.30
O -0.077 3.773 -0.287  -0.34
O 4.584 -4.281 0.549  -0.37
O 6.976 4.384 -1.883  -0.31
O 0.546 1.317 4.191  -0.58
O -2.433 -1.803 -3.021  -0.56
N 0.951 -3.955 -0.395  -0.12
N 3.613 3.575 -0.585  -0.31
C -3.466 -4.874 -1.906  -0.80
C 0.293 -0.252 -0.827  -0.81
C -4.428 2.430 0.157  -0.30
C -2.873 -1.055 -1.875  0.18
C -1.062 3.343 0.408  -0.54
C 5.944 -3.767 0.160  -0.91
C -1.346 -4.503 -1.166  0.09
C 2.224 -4.574 0.108  -0.75
C 5.902 3.536 -1.315  -0.76
C 0.120 2.059 3.035  -0.05
C -3.270 -0.979 1.195  -0.93
C 2.241 4.120 -0.788  -1.12
C 4.610 4.412 -1.312  -0.49
C 8.279 4.034 -1.694  -0.82
C 3.482 -3.500 0.028  -0.70
C 0.061 -5.017 -0.723  -0.83
C -3.134 0.692 3.197  -0.94
C 1.226 3.404 0.083  0.32
C -5.788 -0.660 0.932  -1.61
H -0.926 3.696 1.460  0.33
H -1.758 0.012 0.371  -0.53
H -6.741 -1.140 1.123  0.32
H -2.057 3.604 0.097  0.21
H 2.608 -5.383 -0.424  0.41
H 5.898 2.817 -2.074  0.38
H -3.416 -1.951 0.519  -0.05
H -1.454 -1.708 -3.068  0.26
H -1.959 -0.179 -1.647  0.11
H 6.047 -3.710 -0.880  0.37
H -1.180 2.248 0.513  0.18
H 3.861 -3.343 -0.841  0.61
H -5.361 1.223 0.580  0.64
H 1.170 -3.376 -1.239  0.16
H 2.015 -4.736 1.158  0.35
H -3.778 3.038 -0.524  0.44
H 0.082 -0.374 0.217  0.11
H -2.820 -1.132 2.307  -0.18
H 0.360 -5.595 -1.596  0.37
H 1.552 1.386 4.386  0.32
H -3.887 -0.624 -2.121  0.32
H 3.222 -2.582 0.597  0.29
H 2.005 3.722 -1.821  0.34
H -2.237 1.060 3.221  0.84
H -3.700 0.439 2.335  -0.31
H 4.401 4.695 -2.314  0.28
H -3.825 1.105 4.951  0.33
H -3.990 -4.200 -1.318  0.30
H -3.350 -4.500 -2.854  0.36
H -0.194 1.505 2.317  -0.09
H 6.621 -4.483 0.389  0.32
H 6.149 3.126 -0.387  0.49
H 1.415 3.611 1.170  0.14
H -5.589 -0.754 0.071  0.64
H 1.102 2.349 2.686  0.29
H -0.941 -0.758 -2.390  0.24
H -4.211 -5.763 -2.009  0.27
H 6.123 -2.918 0.703  0.34
H 4.651 5.258 -0.685  0.33
H 0.621 0.701 -1.022  0.52
H -3.062 -1.581 -0.911  -0.42
H 8.710 3.620 -0.763  0.32
H -2.694 -0.268 3.483  0.66
H 1.923 5.037 -0.732  0.59
H -0.491 2.936 3.334  0.21
H -0.076 -5.791 0.050  0.49
H -3.853 1.581 -0.029  -0.29
H 1.347 2.280 0.013  -0.08
H -4.295 -0.737 1.259  1.15
H -4.830 -1.434 1.208  0.18
H 9.017 4.854 -1.861  0.27
H 1.008 -0.994 -1.201  0.35
H 3.753 2.475 -0.910  0.26
H -1.125 -3.901 -2.028  0.13
H -1.630 -3.731 -0.377  0.02
H 8.527 3.162 -2.305  0.32
H -4.298 2.615 1.186  0.25
H -6.072 3.054 -0.759  0.35

Computed properties:
Total charge: 0
E_HOMO, hartree: -0.2897
Energy relative to the best compared isomer or geometry (same formula, charge and spin), eV: 24.230
Total energy, eV: -46118.50528
Frontier orbital gap, hartree: 0.279